ORCA calculation (ωB97M-V with the def2-TZVPD basis set) on 11 unconnected molecules or ions with the total composition C44H68N8O6S3 in a non-equilibrium geometry.

XYZ file:
```
129
Properties=species:S:1:pos:R:3:mulliken_charge:R:1
O 4.21 0.34 -3.97 -0.588
S 4.63 1.54 -3.25 1.058
O 5.98 1.70 -2.72 -0.668
C 4.04 3.08 -4.14 -0.799
C 2.74 3.39 -3.47 -0.682
C 2.95 3.19 -1.98 -0.176
C 3.45 1.76 -1.81 -0.149
H 3.99 2.82 -5.20 0.454
H 4.74 3.91 -4.03 0.355
H 2.37 4.39 -3.68 0.414
H 2.01 2.63 -3.75 0.201
H 2.04 3.38 -1.41 0.083
H 3.68 3.95 -1.72 0.130
H 2.80 0.89 -1.88 -0.047
H 4.02 1.47 -0.93 0.391
O -5.76 0.24 5.24 -0.660
S -5.16 -0.69 4.24 1.092
O -6.07 -1.53 3.44 -0.647
C -4.03 0.21 3.05 -0.856
C -2.66 0.11 3.68 0.425
C -2.52 -1.36 4.23 -0.158
C -3.81 -1.70 4.98 -0.963
H -4.50 1.18 2.90 0.588
H -4.06 -0.38 2.13 0.197
H -1.90 0.41 2.96 -0.697
H -2.47 0.90 4.41 0.491
H -1.68 -1.63 4.86 0.555
H -2.48 -2.11 3.45 -0.146
H -3.75 -1.44 6.04 0.401
H -4.06 -2.76 4.95 0.461
O 1.67 7.62 2.98 -0.639
S 1.52 6.42 2.16 0.961
O 2.08 5.12 2.59 -0.708
C -0.27 6.19 1.71 -0.367
C -0.48 7.01 0.41 -0.775
C 0.70 6.61 -0.53 -0.290
C 2.02 6.71 0.36 -0.621
H -0.95 6.42 2.53 0.513
H -0.29 5.11 1.57 -0.043
H -1.45 6.84 -0.04 0.387
H -0.38 8.05 0.73 0.359
H 0.75 7.29 -1.39 0.429
H 0.49 5.60 -0.87 -0.019
H 2.57 7.65 0.32 0.395
H 2.80 6.03 0.04 0.286
C -1.50 0.03 -4.05 -0.324
C -2.28 -1.06 -3.67 -0.253
C -1.92 -2.17 -4.45 -1.087
N -0.91 -1.69 -5.25 0.174
C -0.65 -0.38 -5.02 -0.851
H -1.65 1.07 -3.79 0.596
H -3.10 -0.93 -2.98 0.724
H -2.19 -3.21 -4.52 0.375
H -0.34 -2.24 -5.88 0.233
H 0.07 0.12 -5.66 0.428
C 1.37 -4.00 2.58 0.141
C 1.77 -5.02 3.51 -0.839
C 0.60 -5.53 4.01 -0.703
N -0.51 -4.90 3.55 0.199
C -0.03 -3.93 2.71 -0.684
H 2.09 -3.47 1.97 0.426
H 2.78 -5.26 3.83 0.425
H 0.51 -6.20 4.85 0.377
H -1.45 -5.04 3.89 0.223
H -0.78 -3.32 2.22 0.438
C -6.15 3.80 -1.11 -0.508
C -5.18 3.92 -2.11 -0.560
C -3.93 3.74 -1.53 -0.442
N -4.10 3.69 -0.15 0.258
C -5.43 3.78 0.09 -0.551
H -7.20 3.89 -1.34 0.391
H -5.38 3.97 -3.17 0.377
H -2.92 3.64 -1.90 0.427
H -3.33 3.63 0.49 0.182
H -5.75 3.82 1.12 0.415
C 5.47 -0.80 0.54 -1.185
C 4.31 -1.17 1.17 -0.117
C 3.57 -1.68 0.17 -0.254
N 4.10 -1.52 -1.00 0.523
C 5.32 -0.96 -0.83 -0.946
H 6.35 -0.41 1.03 0.455
H 4.11 -1.15 2.23 0.497
H 2.58 -2.12 0.23 0.366
H 3.67 -1.81 -1.87 0.033
H 5.93 -0.81 -1.71 0.580
C 2.79 0.16 4.03 -1.103
C 1.41 0.10 3.90 0.118
C 0.99 1.33 3.47 -0.877
N 2.08 2.17 3.41 0.196
C 3.19 1.42 3.72 -0.564
H 3.46 -0.61 4.39 0.661
H 0.85 -0.82 3.99 0.423
H -0.01 1.67 3.24 0.616
H 2.07 3.17 3.22 0.301
H 4.21 1.78 3.74 0.422
C 2.70 -3.08 -3.40 -1.320
C 1.45 -2.55 -3.04 0.674
C 0.91 -3.41 -2.15 -1.611
N 1.74 -4.41 -1.84 0.176
C 2.90 -4.13 -2.62 -0.404
H 3.45 -2.62 -4.03 0.550
H 1.05 -1.63 -3.45 0.602
H -0.04 -3.24 -1.67 0.651
H 1.52 -5.21 -1.26 0.240
H 3.70 -4.84 -2.54 0.425
C -1.87 -0.84 0.15 -0.903
C -0.34 -0.75 0.68 1.313
C 0.47 0.37 0.04 0.971
C -0.23 1.70 0.17 -0.889
N -0.73 2.77 0.19 -0.303
H -1.87 -0.91 -0.94 -0.048
H -2.46 0.06 0.34 0.284
H -2.45 -1.73 0.39 0.268
H 0.13 -1.67 0.33 -0.423
H -0.34 -0.71 1.76 -0.578
H 0.54 0.16 -1.03 -0.069
H 1.46 0.59 0.45 0.216
C -2.23 -7.16 -2.05 -1.446
C -2.15 -5.67 -2.40 0.296
C -3.16 -4.73 -1.69 0.197
C -2.84 -4.68 -0.25 0.105
N -2.54 -4.68 0.88 -0.423
H -1.90 -7.26 -1.01 0.347
H -1.52 -7.69 -2.68 0.402
H -3.18 -7.66 -2.19 0.342
H -2.24 -5.63 -3.49 0.363
H -1.14 -5.30 -2.22 -0.293
H -4.20 -5.00 -1.91 0.474
H -3.04 -3.71 -2.06 -0.263
```

SMILES string   O=S1(=O)CCCC1.O=S1(=O)CCCC1.O=S1(=O)CCCC1.c1cc[nH]c1.c1cc[nH]c1.c1cc[nH]c1.c1cc[nH]c1.c1cc[nH]c1.c1cc[nH]c1.CCCC#N.CCCC#N
Orbital gap   8.16 eV
LUMO   0.0087 Eh
Largest force on an atom   5.4 eV/Å